ORCA calculation (ωB97M-V/def2-TZVPD) on a structure of composition C44H38As2F6P2Ti.

Output
**Gap between HOMO and LUMO (alpha / beta)**: 6.236 / 4.897 eV
**Expectation value of S²**: 0.77
**Molecular weight**: 940.44 g mol⁻¹
**Charge**: +3
**ΔE to the lowest compared entry with this formula, charge and spin**: 211.07 kJ/mol
**Spin multiplicity**: 2
**Largest force on an atom**: 0.56 eV/Å

Atoms and positions in Å:
Ti -0.437 -0.453 -0.418
C -1.960 6.174 2.061
C -3.170 5.584 1.714
C -3.202 4.271 1.286
C -2.004 3.536 1.223
C -0.789 4.136 1.573
C -0.772 5.451 1.992
P -2.062 1.834 0.760
C -3.580 1.390 -0.002
C -4.292 0.254 0.423
C -5.500 -0.046 -0.169
C -5.984 0.752 -1.202
C -5.268 1.861 -1.651
C -4.065 2.183 -1.061
C -1.557 0.669 2.005
C -1.906 0.922 3.336
C -1.731 -0.077 4.279
C -1.245 -1.312 3.880
C -0.872 -1.549 2.557
C -0.982 -0.549 1.602
H -1.944 7.203 2.394
H -4.089 6.149 1.786
H -4.144 3.806 1.033
H 0.135 3.582 1.520
H 0.164 5.919 2.264
H -3.908 -0.353 1.234
H -6.078 -0.895 0.169
H -6.932 0.507 -1.663
H -5.659 2.466 -2.457
H -3.501 3.044 -1.401
H -2.336 1.876 3.616
H -2.001 0.100 5.311
H -1.144 -2.109 4.605
H -0.495 -2.529 2.299
C 3.125 -0.280 0.888
C 2.617 -1.663 1.258
As 1.376 -2.416 -0.045
C 0.597 -3.980 0.756
C -0.409 -4.650 0.064
C -0.918 -5.832 0.579
C -0.421 -6.343 1.771
C 0.591 -5.679 2.452
C 1.106 -4.494 1.948
C 2.469 -3.161 -1.464
C 3.583 -3.874 -1.013
C 4.394 -4.544 -1.915
C 4.091 -4.519 -3.268
C 2.974 -3.829 -3.715
C 2.160 -3.149 -2.820
As 1.683 0.931 0.349
C 1.503 0.820 -1.578
C 2.366 0.098 -2.414
C 2.251 0.211 -3.787
C 1.279 1.038 -4.344
C 0.420 1.766 -3.531
C 0.540 1.667 -2.152
C 2.337 2.696 0.740
C 2.583 3.634 -0.257
C 3.097 4.874 0.095
C 3.367 5.169 1.424
C 3.126 4.225 2.415
C 2.607 2.985 2.077
H 3.878 -0.288 0.099
H 3.588 0.194 1.756
H 2.079 -1.641 2.209
H 3.457 -2.349 1.365
H -0.791 -4.269 -0.876
H -1.695 -6.359 0.044
H -0.816 -7.269 2.166
H 0.988 -6.089 3.371
H 1.901 -3.996 2.490
H 3.823 -3.945 0.042
H 5.254 -5.092 -1.556
H 4.718 -5.048 -3.973
H 2.725 -3.826 -4.767
H 1.293 -2.630 -3.195
H 3.133 -0.545 -2.000
H 2.926 -0.339 -4.429
H 1.201 1.125 -5.420
H -0.321 2.421 -3.968
H -0.094 2.286 -1.518
H 2.401 3.410 -1.300
H 3.303 5.604 -0.676
H 3.780 6.134 1.688
H 3.350 4.450 3.449
H 2.418 2.258 2.861
F -1.824 0.138 -1.982
P -2.034 -1.425 -2.642
F -0.384 -1.432 -2.518
F -1.821 -1.811 -0.800
F -3.549 -1.312 -2.348
F -2.040 -2.948 -2.898
F -2.031 -0.906 -4.087

Mulliken population analysis, charges in e, atoms 1 to 4: -0.527 -0.633 -0.830 -0.641

***

ORCA calculation (ωB97M-V/def2-TZVPD) on a structure of composition C44H38As2LiO4PSSe.

Output
**Gap between HOMO and LUMO**: 5.842 eV
**Molecular weight**: 929.57 g mol⁻¹
**Charge**: -2
**ΔE to the lowest compared entry with this formula, charge and spin**: 70.48 kJ/mol
**Largest force on an atom**: 0.74 eV/Å

Atoms and positions in Å:
Li 4.168 0.136 -1.283
S 4.605 -2.183 -1.094
C 5.284 -1.739 0.456
C 6.669 -1.747 0.676
C 7.199 -1.340 1.887
C 6.366 -0.926 2.919
C 4.992 -0.951 2.733
C 4.436 -1.383 1.533
As 2.536 -1.272 1.167
C 1.954 -1.559 3.070
C 2.336 -2.685 3.800
C 1.920 -2.872 5.108
C 1.106 -1.928 5.723
C 0.703 -0.809 5.011
C 1.128 -0.632 3.699
C 2.040 -3.144 0.769
C 2.865 -4.262 0.828
C 2.366 -5.525 0.546
C 1.029 -5.694 0.206
C 0.194 -4.589 0.147
C 0.703 -3.328 0.427
H 7.316 -2.061 -0.133
H 8.276 -1.323 2.024
H 6.787 -0.582 3.856
H 4.341 -0.618 3.534
H 2.977 -3.425 3.336
H 2.230 -3.750 5.664
H 0.785 -2.064 6.749
H 0.067 -0.069 5.484
H 0.822 0.255 3.155
H 3.914 -4.140 1.068
H 3.026 -6.385 0.585
H 0.643 -6.681 -0.022
H -0.850 -4.706 -0.122
H 0.055 -2.459 0.377
C -1.555 -0.550 -1.247
C -2.557 0.467 -1.773
As -4.429 -0.043 -1.424
C -5.133 1.754 -1.797
C -5.615 2.614 -0.815
C -6.026 3.900 -1.139
C -5.965 4.342 -2.452
C -5.508 3.485 -3.444
C -5.101 2.201 -3.117
C -4.406 0.070 0.530
C -3.452 0.776 1.259
C -3.498 0.796 2.645
C -4.506 0.124 3.321
C -5.469 -0.575 2.606
C -5.409 -0.606 1.221
P 0.260 -0.126 -1.547
C 0.117 1.571 -0.849
C -0.233 2.719 -1.551
C -0.406 3.921 -0.882
C -0.197 4.000 0.485
C 0.159 2.862 1.193
C 0.305 1.657 0.527
C 0.241 0.179 -3.354
C 1.160 1.093 -3.878
C 1.213 1.323 -5.245
C 0.362 0.646 -6.108
C -0.505 -0.312 -5.602
C -0.554 -0.555 -4.236
H -1.755 -1.543 -1.663
H -1.651 -0.637 -0.161
H -2.447 0.589 -2.852
H -2.391 1.448 -1.330
H -5.658 2.282 0.214
H -6.381 4.562 -0.359
H -6.269 5.351 -2.702
H -5.458 3.823 -4.471
H -4.738 1.538 -3.895
H -2.659 1.320 0.755
H -2.740 1.336 3.197
H -4.539 0.137 4.404
H -6.259 -1.102 3.128
H -6.151 -1.161 0.655
H -0.358 2.690 -2.624
H -0.681 4.807 -1.441
H -0.288 4.950 0.999
H 0.344 2.923 2.259
H 0.603 0.763 1.054
H 1.834 1.631 -3.214
H 1.923 2.043 -5.632
H 0.388 0.846 -7.173
H -1.151 -0.870 -6.272
H -1.213 -1.332 -3.864
O 2.670 3.360 -1.898
Se 3.882 2.523 -1.229
O 4.575 1.537 -2.367
O 3.312 1.392 -0.154
O 4.977 3.502 -0.572

Mulliken population analysis, charges in e, atoms 1 to 4: 0.897 -0.398 0.438 -0.904

***

ORCA calculation (ωB97M-V/def2-TZVPD) on a structure of composition C44H38AsN4OPSTl.

Output
**Gap between HOMO and LUMO**: 6.491 eV
**Molecular weight**: 981.16 g mol⁻¹
**Charge**: -1
**Largest force on an atom**: 0.68 eV/Å

Atoms and positions in Å:
Tl 1.217 0.852 1.071
N 0.662 3.180 4.851
C 0.921 3.043 3.500
S -0.461 2.843 2.464
N 2.165 3.161 3.141
N 2.362 2.961 1.788
C 3.240 3.681 1.218
C 3.565 3.641 -0.203
C 4.690 4.373 -0.600
C 5.103 4.469 -1.915
C 4.329 3.836 -2.892
C 3.194 3.139 -2.543
C 2.771 2.968 -1.189
O 1.744 2.233 -0.943
H -0.200 2.758 5.159
H 1.461 3.037 5.449
H 3.779 4.419 1.820
H 5.258 4.882 0.173
H 5.994 5.022 -2.182
H 4.628 3.883 -3.934
H 2.586 2.669 -3.310
C 1.834 0.531 -7.525
C 0.579 0.897 -7.055
C 0.295 0.813 -5.701
C 1.249 0.344 -4.800
C 2.503 -0.019 -5.277
C 2.794 0.074 -6.633
As 0.707 0.238 -2.908
C 2.193 -0.790 -2.186
C 3.433 -0.302 -1.798
C 4.359 -1.158 -1.217
C 4.043 -2.497 -1.014
C 2.814 -2.993 -1.419
C 1.884 -2.145 -2.014
C 0.556 -2.550 -2.520
C 0.016 -3.832 -2.459
C -1.238 -4.081 -2.995
C -1.961 -3.054 -3.594
C -1.432 -1.771 -3.640
C -0.174 -1.515 -3.114
H 2.062 0.604 -8.581
H -0.175 1.256 -7.746
H -0.681 1.116 -5.335
H 3.259 -0.377 -4.589
H 3.774 -0.214 -6.994
H 3.681 0.742 -1.944
H 5.325 -0.775 -0.911
H 4.757 -3.156 -0.535
H 2.585 -4.043 -1.277
H 0.567 -4.636 -1.986
H -1.659 -5.077 -2.940
H -2.939 -3.255 -4.012
H -2.008 -0.970 -4.092
N -1.822 -0.111 -0.479
H -1.344 -0.853 -0.978
H -1.237 0.719 -0.504
H -2.674 0.103 -0.986
C -6.127 1.132 1.335
C -5.958 -0.090 1.969
C -4.685 -0.530 2.315
C -3.565 0.249 2.045
C -3.749 1.483 1.417
C -5.017 1.920 1.061
P -1.817 -0.206 2.444
C -1.848 0.037 4.278
C -0.912 -0.643 5.060
C -0.777 -0.373 6.414
C -1.568 0.600 7.012
C -2.490 1.296 6.242
C -2.625 1.022 4.888
C -1.852 -2.062 2.422
C -1.045 -2.685 1.468
C -0.956 -4.069 1.391
C -1.679 -4.859 2.273
C -2.461 -4.256 3.251
C -2.534 -2.872 3.332
H -7.118 1.468 1.054
H -6.819 -0.706 2.198
H -4.579 -1.498 2.785
H -2.884 2.105 1.217
H -5.141 2.874 0.563
H -0.274 -1.388 4.598
H -0.053 -0.921 7.005
H -1.455 0.824 8.066
H -3.104 2.064 6.698
H -3.321 1.598 4.291
H -0.465 -2.070 0.790
H -0.317 -4.530 0.648
H -1.619 -5.939 2.212
H -3.012 -4.869 3.955
H -3.103 -2.420 4.135

Mulliken population analysis, charges in e, atoms 1 to 4: 0.831 -0.497 0.478 -0.363

***

ORCA calculation (ωB97M-V/def2-TZVPD) on a structure of composition C44H39BBrN8O2Ru.

Output
**Gap between HOMO and LUMO (alpha / beta)**: 7.216 / 6.583 eV
**Expectation value of S²**: 0.75
**Molecular weight**: 903.64 g mol⁻¹
**Charge**: +2
**ΔE to the lowest compared entry with this formula, charge and spin**: 14.16 kJ/mol
**Spin multiplicity**: 2
**Largest force on an atom**: 0.88 eV/Å

Atoms and positions in Å:
Ru 0.648 -0.634 0.079
C 0.808 -5.951 -0.379
C 0.156 -4.616 -0.488
C -1.006 -4.256 -1.148
C -1.196 -2.895 -0.906
N -0.146 -2.448 -0.186
N 0.660 -3.511 0.078
B 1.892 -3.278 0.978
N 1.452 -2.399 2.179
N 0.957 -1.138 1.997
C 0.740 -0.593 3.202
C 1.064 -1.541 4.175
C 1.523 -2.655 3.499
C 2.023 -3.946 4.048
C 0.274 0.784 3.422
C -0.331 1.112 4.636
C -0.735 2.412 4.895
C -0.535 3.409 3.950
C 0.077 3.097 2.744
C 0.478 1.795 2.486
N 2.898 -2.468 0.121
N 2.562 -1.192 -0.188
C 3.563 -0.654 -0.913
C 4.545 -1.633 -1.072
C 4.098 -2.759 -0.400
C 4.756 -4.085 -0.236
C 3.630 0.755 -1.333
C 4.758 1.206 -2.020
C 4.888 2.538 -2.374
C 3.894 3.450 -2.048
C 2.765 3.016 -1.369
C 2.642 1.683 -1.017
C -2.393 -2.122 -1.268
C -3.118 -2.486 -2.404
C -4.288 -1.826 -2.736
C -4.765 -0.803 -1.927
C -4.068 -0.455 -0.780
C -2.893 -1.114 -0.450
H 0.157 -6.711 -0.803
H 1.013 -6.211 0.659
H 1.753 -5.969 -0.923
H -1.672 -4.922 -1.668
H 2.365 -4.303 1.344
H 1.024 -1.421 5.243
H 1.958 -3.926 5.133
H 3.063 -4.119 3.770
H 1.431 -4.785 3.683
H -0.497 0.348 5.382
H -1.195 2.649 5.845
H -0.837 4.427 4.159
H 0.275 3.876 2.018
H 1.022 1.597 1.572
H 5.481 -1.542 -1.593
H 5.798 -4.018 -0.539
H 4.270 -4.840 -0.856
H 4.717 -4.424 0.798
H 5.548 0.516 -2.282
H 5.774 2.867 -2.900
H 4.004 4.493 -2.312
H 1.985 3.718 -1.103
H 1.751 1.393 -0.471
H -2.756 -3.277 -3.049
H -4.837 -2.120 -3.620
H -5.692 -0.304 -2.174
H -4.462 0.308 -0.120
H -2.411 -0.894 0.493
C 1.107 -1.486 -3.007
O 0.558 -0.512 -2.099
C -0.283 0.456 -2.603
C -0.567 0.650 -3.931
C -1.477 1.655 -4.272
Br -1.921 1.908 -6.080
C -2.064 2.436 -3.304
C -1.760 2.232 -1.950
C -0.870 1.221 -1.588
O -0.556 0.935 -0.328
C -2.406 3.022 -0.917
N -2.358 2.774 0.393
C -3.126 3.709 1.081
C -3.404 3.868 2.433
C -4.214 4.935 2.767
C -4.724 5.812 1.796
C -4.455 5.645 0.452
C -3.649 4.565 0.118
N -3.170 4.103 -1.108
H 1.795 -0.996 -3.695
H 0.296 -1.977 -3.545
H 1.640 -2.209 -2.398
H -0.119 0.046 -4.707
H -2.773 3.193 -3.609
H -1.772 2.036 0.769
H -3.010 3.193 3.179
H -4.467 5.101 3.805
H -5.342 6.641 2.110
H -4.851 6.318 -0.295
H -3.362 4.518 -2.006

Mulliken population analysis, charges in e, atoms 1 to 4: -1.235 -1.414 0.791 -1.370

***

ORCA calculation (ωB97M-V/def2-TZVPD) on a structure of composition C44H39ClF5IN5OSY.

Output
**Gap between HOMO and LUMO**: 7.583 eV
**Molecular weight**: 1032.15 g mol⁻¹
**ΔE to the lowest compared entry with this formula, charge and spin**: 11.12 kJ/mol
**Largest force on an atom**: 0.72 eV/Å

Atoms and positions in Å:
Y 0.047 0.530 0.164
I 2.756 -1.124 0.185
C 2.607 -1.475 2.252
C 3.705 -1.985 2.878
C 3.633 -2.279 4.257
C 2.470 -2.071 4.936
C 1.327 -1.546 4.284
C 0.114 -1.352 4.992
C -0.979 -0.848 4.356
C -0.890 -0.491 2.988
C 0.250 -0.637 2.232
C 1.375 -1.206 2.905
H 4.622 -2.170 2.335
H 4.505 -2.676 4.760
H 2.402 -2.305 5.992
H 0.077 -1.614 6.043
H -1.908 -0.705 4.896
H -1.797 -0.069 2.546
C -3.007 2.408 -0.204
N -1.923 1.611 -0.760
C -1.921 1.484 -2.049
C -0.846 0.916 -2.775
C -0.782 0.633 -4.142
C 0.496 0.127 -4.376
C 1.148 0.138 -3.141
N 0.359 0.610 -2.163
C -2.671 3.884 -0.078
C -3.558 4.713 0.604
C -3.290 6.062 0.760
C -2.123 6.604 0.231
C -1.240 5.787 -0.455
C -1.513 4.432 -0.612
H -3.276 2.014 0.779
H -3.896 2.320 -0.839
H -2.772 1.847 -2.632
H -1.572 0.792 -4.861
H 0.913 -0.191 -5.317
H 2.167 -0.160 -2.933
H -4.461 4.292 1.035
H -3.984 6.690 1.303
H -1.905 7.656 0.362
H -0.325 6.195 -0.865
H -0.799 3.809 -1.136
F -1.003 6.252 4.319
C -0.354 5.404 3.519
C -0.939 4.210 3.145
F -2.155 3.882 3.592
C -0.247 3.367 2.302
F -0.888 2.227 1.917
C 1.023 3.616 1.808
S 1.876 2.508 0.755
C 1.578 4.829 2.213
F 2.794 5.181 1.790
C 0.908 5.711 3.042
F 1.476 6.869 3.390
C -4.937 -5.934 0.999
C -4.217 -5.518 -0.294
C -2.716 -5.478 0.014
C -4.473 -6.595 -1.355
C -4.727 -4.122 -0.775
O -4.653 -3.179 0.296
C -6.175 -4.214 -1.315
C -7.006 -2.928 -1.270
C -6.604 -1.854 -2.249
C -6.624 -2.094 -3.622
C -6.194 -1.139 -4.528
C -5.746 0.084 -4.055
Cl -5.180 1.286 -5.175
C -5.745 0.362 -2.700
C -6.170 -0.611 -1.806
C -3.858 -3.524 -1.898
N -2.615 -2.896 -1.479
C -2.405 -1.839 -0.696
N -1.114 -1.553 -0.668
C -0.572 -2.479 -1.506
N -1.443 -3.308 -2.016
H -4.664 -6.961 1.245
H -6.024 -5.902 0.923
H -4.625 -5.323 1.850
H -2.428 -6.404 0.516
H -2.466 -4.646 0.675
H -2.112 -5.393 -0.890
H -3.986 -7.522 -1.049
H -4.061 -6.324 -2.328
H -5.534 -6.809 -1.482
H -5.149 -3.525 1.046
H -6.717 -4.970 -0.747
H -6.136 -4.594 -2.341
H -6.969 -2.512 -0.262
H -8.049 -3.201 -1.450
H -6.971 -3.051 -3.995
H -6.202 -1.336 -5.591
H -5.415 1.331 -2.352
H -6.151 -0.401 -0.743
H -4.436 -2.785 -2.447
H -3.562 -4.295 -2.605
H -3.193 -1.334 -0.166
H 0.480 -2.530 -1.733

Mulliken population analysis, charges in e, atoms 1 to 4: -0.495 0.123 0.555 -0.660